67
Properties=species:S:1:pos:R:3:nbo_charge:R:1 method="wB97M-V/def2-TZVPD" gap_ha="0.235 / 0.162" de_lowest_kcal_mol=0.0 e_lumo_ev="-9.37 / -11.41" total_charge=+3 largest_force_ev_per_a=0.35 spin_multiplicity=5
Rh 0.346 1.283 0.258 1.351
C 5.752 -2.259 3.609 -0.640
C 4.699 -1.745 2.671 -0.047
C 4.522 -2.267 1.406 -0.052
C 3.544 -1.775 0.524 -0.280
C 3.338 -2.448 -0.707 0.263
N 2.488 -2.044 -1.604 -0.488
C 2.018 -2.776 -2.769 -0.220
C 0.602 -3.316 -2.539 -0.429
C -0.388 -2.223 -2.137 -0.253
N -1.708 -2.841 -1.895 -0.401
C -2.855 -2.373 -1.532 0.284
C -3.346 -1.069 -1.134 -0.222
C -4.711 -0.921 -1.271 -0.069
C -5.389 0.268 -0.924 0.124
C -6.847 0.425 -1.147 -0.670
C -4.638 1.299 -0.328 -0.129
C -3.282 1.212 -0.112 -0.113
C -2.663 2.334 0.600 0.136
N -1.433 2.470 0.882 -0.435
C -0.978 3.663 1.595 -0.250
C -0.441 3.344 3.008 -0.424
C -0.129 1.882 3.313 -0.235
N 0.811 1.236 2.392 -0.546
C 1.844 0.655 2.886 0.210
C 2.797 -0.227 2.242 -0.257
C 3.800 -0.756 3.064 -0.037
C 2.698 -0.683 0.901 0.524
O 1.875 -0.194 0.024 -0.827
C -2.555 0.016 -0.549 0.561
O -1.329 -0.124 -0.399 -0.607
H 6.613 -2.644 3.065 0.241
H 5.360 -3.069 4.226 0.246
H 6.100 -1.474 4.278 0.240
H 5.153 -3.085 1.074 0.234
H 3.883 -3.369 -0.902 0.230
H 2.038 -1.160 -1.353 0.447
H 2.699 -3.597 -2.986 0.246
H 2.031 -2.102 -3.626 0.230
H 0.634 -4.075 -1.751 0.226
H 0.276 -3.803 -3.461 0.246
H -0.509 -1.477 -2.926 0.231
H -0.083 -1.717 -1.227 0.250
H -1.728 -3.832 -2.120 0.440
H -3.637 -3.127 -1.557 0.240
H -5.300 -1.741 -1.667 0.247
H -7.325 -0.504 -1.448 0.252
H -7.024 1.170 -1.930 0.279
H -7.337 0.808 -0.249 0.272
H -5.168 2.187 -0.004 0.252
H -3.370 3.108 0.908 0.202
H -1.776 4.407 1.657 0.220
H -0.183 4.091 0.980 0.224
H -1.187 3.647 3.744 0.247
H 0.437 3.961 3.195 0.240
H -1.049 1.293 3.281 0.208
H 0.248 1.824 4.337 0.223
H 2.015 0.769 3.960 0.197
H 3.873 -0.382 4.080 0.232
S 1.983 3.462 -3.568 0.602
C 0.278 3.551 -3.603 -0.418
C -0.245 2.886 -2.545 -0.061
N 0.690 2.316 -1.714 -0.575
C 1.911 2.552 -2.145 -0.159
H -0.242 4.083 -4.383 0.283
H -1.296 2.795 -2.314 0.218
H 2.796 2.202 -1.635 0.249

***

92
Properties=species:S:1:pos:R:3:lowdin_spin:R:1 method="wB97M-V/def2-TZVPD" gap_ha="0.148 / 0.130" de_lowest_kcal_mol=3.1 e_lumo_ev="-11.04 / -11.59" total_charge=+3 largest_force_ev_per_a=4.44 spin_multiplicity=2
Sn -1.239 -0.143 -0.155 -0.432
N -0.886 1.199 1.848 -0.011
N 0.484 1.102 2.311 -0.002
C 1.376 0.407 1.518 -0.008
N 2.684 0.473 1.933 -0.003
N 0.995 -0.060 0.336 -0.092
N 7.753 3.413 -3.008 0.408
O 7.423 3.994 -4.071 0.311
O 8.330 2.392 -2.720 0.281
H -1.277 2.104 1.581 -0.001
H -1.465 0.807 2.624 -0.001
H 0.842 1.846 2.942 0.000
H 3.014 1.437 2.162 -0.001
H 3.343 0.032 1.275 0.000
C 1.324 -6.823 -1.650 0.000
C 0.448 -6.898 -0.387 0.000
C -0.006 -8.086 0.130 0.000
C -0.450 -8.240 1.481 0.001
C -0.653 -7.083 2.191 0.000
C -0.489 -5.838 1.552 0.000
C 0.042 -5.693 0.276 0.000
N 0.139 -4.422 -0.350 0.003
C -0.657 -3.318 0.009 0.000
N -2.023 -3.556 0.106 -0.028
C -3.076 -2.677 0.512 -0.043
C -2.856 -1.317 0.722 -0.184
C -3.948 -0.615 1.276 -0.008
C -5.192 -1.181 1.560 -0.016
C -5.415 -2.564 1.365 -0.011
C -4.339 -3.306 0.881 -0.006
C -4.596 -4.801 0.702 -0.002
N -0.180 -2.099 0.046 -0.041
C 1.271 -1.571 0.063 -0.007
C 2.129 -2.188 1.113 -0.007
C 3.358 -2.755 0.793 0.001
C 3.772 -2.988 -0.555 -0.004
C 3.017 -2.514 -1.616 0.001
C 1.949 -1.668 -1.390 0.000
C 1.663 -0.574 -2.385 -0.011
H 1.799 -7.797 -1.811 0.000
H 2.078 -6.009 -1.603 0.000
H 0.668 -6.700 -2.512 0.000
H -0.008 -8.921 -0.533 0.000
H -0.554 -9.231 1.865 0.000
H -1.057 -7.140 3.208 0.000
H -0.791 -4.979 2.127 0.000
H 1.098 -4.215 -0.627 0.000
H -2.286 -4.491 -0.182 0.000
H -3.806 0.368 1.592 -0.001
H -5.946 -0.577 2.037 -0.001
H -6.293 -3.095 1.699 -0.001
H -5.686 -5.014 0.642 0.000
H -4.230 -5.296 1.610 0.000
H -4.084 -5.239 -0.159 0.000
H 1.799 -2.192 2.155 0.000
H 4.017 -2.914 1.675 0.000
H 4.708 -3.540 -0.677 0.000
H 3.129 -2.891 -2.644 0.000
H 2.442 -0.433 -3.115 0.000
H 1.413 0.364 -1.804 -0.007
H 0.717 -0.775 -2.948 -0.004
F -2.253 2.418 0.056 -0.043
As -3.915 2.818 -0.595 -0.003
F -3.259 3.753 -1.923 0.009
F -3.763 1.377 -1.502 -0.014
F -5.575 3.166 -1.158 0.000
F -4.616 1.918 0.799 0.000
F -3.882 4.332 0.444 0.003
O 1.108 2.922 -0.292 0.007
S 0.776 3.947 -1.360 0.012
C 2.110 5.239 -1.243 0.011
C 1.938 6.548 -1.703 0.011
C 2.898 7.521 -1.477 0.005
C 4.002 7.225 -0.712 0.000
C 4.162 5.956 -0.183 0.006
C 3.266 4.938 -0.508 0.001
C -0.460 5.052 -0.636 0.119
C -0.562 5.099 0.743 0.062
C -1.392 6.044 1.354 0.289
C -2.138 6.966 0.575 0.081
C -1.989 6.926 -0.793 0.044
C -1.255 5.863 -1.418 0.305
H 1.044 6.749 -2.360 0.004
H 2.720 8.570 -1.766 0.000
H 4.800 7.957 -0.523 0.000
H 5.086 5.752 0.422 0.000
H 3.475 3.900 -0.176 0.000
H 0.027 4.404 1.328 0.000
H -1.363 6.135 2.451 0.011
H -2.873 7.625 1.050 0.001
H -2.498 7.674 -1.421 -0.001
H -1.356 5.698 -2.492 0.010

***

19
Properties=species:S:1:pos:R:3:nbo_charge:R:1 method="wB97M-V/def2-TZVPD" gap_ha="0.342 / 0.342" de_lowest_kcal_mol=102.8 e_lumo_ev="-4.53 / -4.53" total_charge=+1 largest_force_ev_per_a=4.40
C -0.676 1.545 -1.070 -0.432
C 1.563 2.012 -0.724 0.098
C 0.442 -2.606 0.332 -0.460
N -1.774 -0.751 0.585 -0.755
N 0.527 1.361 -0.423 -0.498
N 0.201 -1.223 0.336 -0.698
Si 0.451 0.297 1.139 1.442
H -1.439 1.914 -0.292 0.253
H -0.488 2.156 -1.952 0.224
H -1.060 0.590 -1.239 0.230
H 2.354 1.786 -0.134 0.208
H -2.254 -1.375 1.284 0.394
H 0.297 -3.143 1.270 0.210
H 1.461 -2.910 -0.031 0.259
H 1.531 2.694 -1.588 0.216
H -0.144 -2.999 -0.581 0.231
H -2.127 -0.747 -0.316 0.351
H -0.737 0.811 1.836 -0.105
H 1.872 0.587 1.567 -0.169

***

60
Properties=species:S:1:pos:R:3:nbo_charge:R:1 method="wB97M-V/def2-TZVPD" smiles=CC(C)O.CC(C)O.CC(C)O.CC(C)O.CC(C)O gap_ha=0.388 de_lowest_kcal_mol=83.8 e_lumo_ev=0.52 largest_force_ev_per_a=3.77
C 2.815 1.160 -5.411 -0.639
C 2.150 -0.260 -5.526 0.093
C 3.145 -1.383 -5.390 -0.628
O 1.151 -0.582 -4.479 -0.741
H 3.332 1.551 -6.287 0.225
H 3.363 1.110 -4.471 0.208
H 2.074 1.932 -5.206 0.222
H 1.783 -0.244 -6.553 0.163
H 3.849 -1.160 -4.588 0.206
H 3.772 -1.479 -6.276 0.203
H 2.757 -2.393 -5.258 0.216
H 0.478 -1.152 -4.858 0.473
C -5.893 -2.481 -0.999 -0.644
C -6.809 -1.442 -0.227 0.102
C -6.869 -0.221 -1.104 -0.632
O -8.122 -1.962 -0.201 -0.730
H -4.858 -2.138 -1.017 0.209
H -6.153 -2.531 -2.057 0.209
H -5.880 -3.491 -0.592 0.199
H -6.492 -1.331 0.810 0.168
H -5.885 0.174 -1.359 0.212
H -7.384 0.470 -0.437 0.214
H -7.495 -0.314 -1.991 0.224
H -8.084 -2.921 -0.161 0.468
C 0.403 1.883 0.132 -0.632
C -1.001 1.426 -0.059 0.084
C -1.802 2.020 1.035 -0.626
O -1.379 1.952 -1.347 -0.727
H 1.059 1.565 -0.678 0.203
H 0.831 1.827 1.133 0.213
H 0.183 2.944 0.015 0.213
H -1.119 0.346 0.032 0.155
H -1.489 1.708 2.032 0.218
H -2.793 1.573 0.956 0.210
H -1.903 3.095 0.885 0.216
H -0.845 1.513 -2.013 0.472
C -1.409 -2.945 5.309 -0.623
C -1.898 -4.368 5.334 0.090
C -0.867 -5.275 6.062 -0.666
O -3.151 -4.303 6.023 -0.711
H -0.395 -3.057 4.923 0.196
H -1.188 -2.516 6.286 0.206
H -2.011 -2.326 4.644 0.218
H -2.110 -4.678 4.310 0.180
H 0.190 -5.155 5.826 0.224
H -1.240 -6.299 6.088 0.223
H -0.794 -5.161 7.144 0.206
H -2.862 -4.294 6.938 0.456
C 5.930 5.291 -0.161 -0.635
C 5.879 3.860 0.298 0.074
C 7.210 3.194 0.136 -0.648
O 5.620 3.839 1.661 -0.701
H 5.201 5.944 0.319 0.223
H 5.795 5.288 -1.243 0.209
H 6.885 5.800 -0.023 0.199
H 5.218 3.309 -0.371 0.183
H 7.220 2.212 0.608 0.221
H 8.166 3.695 0.284 0.209
H 7.339 2.892 -0.903 0.207
H 6.384 4.290 2.027 0.458

***

44
Properties=species:S:1:pos:R:3:nbo_charge:R:1 method="wB97M-V/def2-TZVPD" smiles="Cc1cc([N+](=O)[O-])ccc1-c1ccc(/C=N/NC(=O)Cc2ccccc2)o1" gap_ha=0.266 de_lowest_kcal_mol=102.9 e_lumo_ev=-0.92 largest_force_ev_per_a=1.47
C 1.040 -3.438 4.335 -0.633
C 0.546 -3.497 2.925 -0.020
C 0.589 -4.710 2.259 -0.170
C 0.173 -4.822 0.939 0.014
C -0.286 -3.709 0.243 -0.185
C -0.337 -2.499 0.895 -0.195
C 0.060 -2.369 2.235 0.013
C -0.047 -1.048 2.822 0.252
C -0.102 -0.573 4.119 -0.278
C -0.253 0.818 4.032 -0.279
C -0.282 1.122 2.686 0.239
C -0.416 2.388 2.037 -0.015
N -0.460 2.474 0.764 -0.201
N -0.582 3.663 0.179 -0.438
C -0.660 3.824 -1.187 0.686
O -0.766 4.933 -1.650 -0.578
C -0.621 2.526 -1.964 -0.557
C -0.251 2.758 -3.401 0.078
C -1.142 3.386 -4.261 -0.226
C -0.793 3.629 -5.577 -0.192
C 0.450 3.242 -6.049 -0.220
C 1.344 2.616 -5.198 -0.206
C 0.996 2.379 -3.879 -0.240
H 1.699 1.894 -3.217 0.207
H 2.316 2.314 -5.560 0.212
H 0.723 3.430 -7.077 0.212
H -1.492 4.121 -6.237 0.211
H -2.110 3.693 -3.894 0.213
H -1.621 2.088 -1.893 0.245
H 0.076 1.846 -1.474 0.249
H -0.624 4.516 0.744 0.375
H -0.480 3.261 2.695 0.173
O -0.163 -0.007 1.965 -0.384
H -0.333 1.510 4.845 0.232
H -0.075 -1.138 5.026 0.233
H -0.693 -1.624 0.375 0.233
H -0.596 -3.812 -0.785 0.251
N 0.229 -6.100 0.286 0.527
O 0.633 -7.047 0.929 -0.380
O -0.131 -6.158 -0.872 -0.376
H 0.955 -5.595 2.758 0.244
H 1.612 -4.332 4.569 0.225
H 1.671 -2.565 4.489 0.227
H 0.202 -3.386 5.029 0.220

***

14
Properties=species:S:1:pos:R:3:nbo_charge:R:1 method="wB97M-V/def2-TZVPD" gap_ha=0.379 de_lowest_kcal_mol=45.1 e_lumo_ev=0.87 largest_force_ev_per_a=4.81
C 0.093 -0.131 0.661 0.209
C -0.793 0.523 -0.387 -0.258
C 1.563 -0.031 0.375 -0.659
N -0.583 -0.121 -1.674 -0.834
O -0.203 0.180 1.955 -0.713
H -1.087 -0.297 2.047 0.472
H -0.458 -1.417 0.674 0.040
H -0.906 -1.081 -1.612 0.355
H -1.108 0.353 -2.401 0.362
H -0.468 1.567 -0.473 0.187
H -1.836 0.509 -0.034 0.160
H 1.798 -0.756 -0.402 0.237
H 1.827 0.961 0.018 0.214
H 2.162 -0.258 1.254 0.225

***

137
Properties=species:S:1:pos:R:3:lowdin_spin:R:1 method="wB97M-V/def2-TZVPD" gap_ha="0.193 / 0.149" e_lumo_ev="3.97 / 3.97" total_charge=-2 largest_force_ev_per_a=5.00 spin_multiplicity=2
V -0.436 0.755 1.698 1.304
O -3.799 2.427 3.694 0.007
C -2.856 1.674 3.442 0.003
O -2.035 1.796 2.510 -0.003
C -2.738 0.435 4.388 -0.005
C -3.389 -0.837 3.786 0.000
C -3.892 -1.692 4.966 0.000
C -2.543 -2.124 5.568 -0.001
C -1.551 -1.590 4.512 0.000
O -2.305 -1.612 3.312 -0.002
C -1.322 -0.083 4.699 -0.017
C -0.219 0.384 3.731 -0.132
O 0.351 1.476 3.858 -0.084
O 0.244 -0.557 2.961 -0.014
H -3.265 0.723 5.304 0.000
H -4.109 -0.659 2.987 0.000
H -4.456 -2.552 4.600 0.000
H -4.511 -1.124 5.658 0.000
H -2.460 -3.209 5.648 0.000
H -2.351 -1.691 6.549 0.000
H -0.643 -2.182 4.417 0.000
H -0.994 0.189 5.708 -0.006
C -1.708 -3.597 -4.332 0.000
C -0.624 -4.289 -3.494 0.000
C 0.465 -4.779 -4.454 0.000
C -1.236 -5.505 -2.783 0.000
C -0.081 -3.328 -2.444 0.000
C -0.950 -2.648 -1.605 0.000
C -0.461 -1.774 -0.656 0.006
Se -1.711 -0.850 0.513 0.010
C -2.553 0.318 -0.775 0.009
C -3.530 -0.096 -1.660 0.001
C -4.129 0.821 -2.509 0.001
C -3.771 2.162 -2.344 0.000
C -2.854 2.620 -1.423 0.000
C -2.147 1.666 -0.621 0.003
O -1.190 1.965 0.178 0.020
C -2.631 4.110 -1.189 0.000
C -2.931 4.397 0.288 0.000
C -3.554 4.991 -2.042 0.000
C -1.186 4.504 -1.516 0.000
C -5.142 0.448 -3.585 0.000
C -4.552 0.801 -4.959 0.000
C -6.448 1.231 -3.377 0.000
C -5.479 -1.046 -3.575 0.000
C 0.920 -1.543 -0.424 0.000
O 1.265 -0.727 0.518 -0.005
C 1.814 -2.265 -1.282 -0.001
C 1.278 -3.107 -2.242 0.000
C 3.334 -2.103 -1.193 0.000
C 4.105 -2.987 -2.188 0.000
C 3.845 -2.480 0.199 0.000
C 3.706 -0.647 -1.471 0.000
H -2.075 -4.269 -5.110 0.000
H -2.551 -3.300 -3.715 0.000
H -1.304 -2.704 -4.803 0.000
H 0.028 -5.418 -5.221 0.000
H 0.945 -3.935 -4.943 0.000
H 1.221 -5.357 -3.927 0.000
H -1.640 -6.214 -3.506 0.000
H -0.479 -6.008 -2.184 0.000
H -2.036 -5.191 -2.119 0.000
H -2.022 -2.774 -1.675 0.000
H -3.791 -1.145 -1.673 0.000
H -4.260 2.885 -2.979 0.000
H -3.982 4.207 0.501 0.000
H -2.342 3.745 0.929 0.000
H -2.702 5.434 0.529 0.000
H -4.601 4.772 -1.839 0.000
H -3.374 6.039 -1.799 0.000
H -3.358 4.854 -3.105 0.000
H -0.502 3.970 -0.867 0.000
H -0.949 4.264 -2.553 0.000
H -1.048 5.576 -1.368 0.000
H -4.312 1.859 -5.012 0.000
H -3.636 0.238 -5.124 0.000
H -5.258 0.565 -5.757 0.000
H -6.283 2.299 -3.477 0.000
H -7.198 0.933 -4.112 0.000
H -6.844 1.043 -2.381 0.000
H -4.587 -1.642 -3.750 0.000
H -5.915 -1.337 -2.622 0.000
H -6.198 -1.272 -4.364 0.000
H 1.964 -3.626 -2.885 0.000
H 3.905 -4.045 -2.021 0.000
H 3.872 -2.736 -3.221 0.000
H 5.172 -2.823 -2.038 0.000
H 3.590 -3.511 0.438 0.000
H 4.928 -2.368 0.238 0.000
H 3.412 -1.820 0.943 0.000
H 3.416 -0.357 -2.478 0.000
H 3.210 -0.003 -0.755 0.000
H 4.778 -0.504 -1.361 0.000
C 2.624 -3.986 3.349 -0.001
C 1.679 -2.977 2.728 -0.002
Ge 2.209 -0.910 3.033 -0.017
C 2.369 -0.907 5.106 -0.002
C 3.763 -1.232 5.618 -0.001
C 3.341 0.610 2.492 0.000
C 3.328 1.336 1.322 -0.014
Ge 1.474 1.879 0.619 -0.027
C 1.266 1.782 -1.456 -0.004
C 2.164 2.572 -2.393 -0.002
C 1.177 3.790 1.368 -0.006
C 1.871 5.016 0.793 -0.002
C 4.538 1.821 0.742 -0.003
C 4.551 2.913 -0.152 -0.002
C 5.702 3.351 -0.758 0.000
C 6.923 2.730 -0.499 -0.001
C 6.941 1.642 0.369 0.000
C 5.792 1.198 0.975 -0.001
H 2.301 -5.005 3.121 0.000
H 2.653 -3.881 4.434 0.000
H 3.636 -3.855 2.971 0.000
H 0.680 -3.105 3.138 0.000
H 1.610 -3.125 1.656 0.000
H 1.660 -1.621 5.537 0.000
H 2.082 0.084 5.459 -0.001
H 4.064 -2.232 5.307 0.000
H 3.804 -1.179 6.710 0.000
H 4.484 -0.527 5.211 0.000
H 4.302 0.451 2.980 0.000
H 0.235 2.072 -1.642 0.000
H 1.339 0.725 -1.709 0.000
H 2.109 3.635 -2.168 0.000
H 1.846 2.429 -3.431 0.000
H 3.197 2.249 -2.307 0.000
H 1.438 3.694 2.424 0.000
H 0.096 3.925 1.330 0.000
H 2.942 4.978 0.978 0.000
H 1.483 5.927 1.256 -0.001
H 1.714 5.094 -0.282 0.000
H 3.611 3.396 -0.354 -0.001
H 5.663 4.183 -1.453 0.000
H 7.832 3.072 -0.976 0.000
H 7.879 1.126 0.557 0.000
H 5.840 0.328 1.614 0.000

***

18
Properties=species:S:1:pos:R:3:nbo_charge:R:1 method="wB97M-V/def2-TZVPD" gap_ha=0.359 de_lowest_kcal_mol=68.0 e_lumo_ev=0.64 largest_force_ev_per_a=3.66
C 1.814 -0.600 -0.698 -0.068
C 0.478 -0.272 0.001 0.065
C 0.107 1.171 0.319 -0.226
C -1.828 -0.104 -0.399 0.565
C -0.237 -1.187 0.926 -0.223
H 3.516 0.219 -0.583 0.472
H 2.056 -1.604 -0.586 0.172
H 1.574 -0.497 -1.729 0.177
H 0.795 1.921 -0.100 0.218
H 0.111 1.443 1.375 0.192
H -1.995 1.797 0.139 0.383
H -3.620 0.468 -0.323 0.321
H -0.717 -0.705 1.677 0.191
H 0.308 -2.035 1.155 0.201
N -1.257 1.174 -0.268 -0.633
N -3.102 -0.457 -0.383 -0.698
N -0.726 -1.034 -0.439 -0.404
O 2.722 0.302 -0.083 -0.706

***

11
Properties=species:S:1:pos:R:3:nbo_charge:R:1 method="wB97M-V/def2-TZVPD" smiles="CC(=O)CO" gap_ha=0.405 de_lowest_kcal_mol=17.0 e_lumo_ev=0.85 largest_force_ev_per_a=0.49
C -1.539 -0.099 -0.042 -0.722
C -0.147 0.265 0.404 0.574
O 0.069 0.870 1.435 -0.556
C 1.037 -0.143 -0.464 -0.164
O 2.213 -0.164 0.286 -0.707
H -2.262 0.373 0.628 0.241
H -1.666 -1.190 0.005 0.240
H -1.720 0.210 -1.079 0.234
H 1.097 0.580 -1.297 0.185
H 0.867 -1.128 -0.917 0.189
H 2.052 0.425 1.041 0.487